(i)
Formula: C4H5FN2
Source: the OMol25 dataset
Level of theory: the ωB97M-V functional and the def2-TZVPD basis

Last column: Löwdin charge in e.
Geometry (Å):
1 C 1.02 0.78 -0.63  -0.19
2 C -0.11 1.40 -0.17  -0.14
3 C 1.02 -1.37 0.23  0.00
4 C -1.51 -0.21 0.50  -0.24
5 N 1.62 -0.30 -0.07  0.01
6 N -0.96 0.87 0.82  0.07
7 F -1.66 -0.59 -0.79  0.03
8 H 1.72 1.24 -1.29  0.10
9 H -0.47 2.44 -0.53  0.14
10 H 1.40 -2.10 0.86  0.06
11 H 0.10 -1.50 -0.21  0.02
12 H -2.17 -0.68 1.25  0.14

Properties
SMILES: C=N/C=C\N=C/F
LUMO energy in eV: 0.92
HOMO-LUMO gap in hartree: 0.34315
HOMO in eV: -8.419
M in g mol⁻¹: 100.1

(ii)
Formula: C4H5FN2
Source: the OMol25 dataset
Level of theory: the ωB97M-V functional and the def2-TZVPD basis

Last column: Löwdin charge in e.
Geometry (Å):
1 C 1.11 1.04 0.75  -0.21
2 C 0.18 0.18 -0.12  -0.23
3 C -1.15 0.23 0.35  -0.14
4 C 0.23 -0.86 -0.98  -0.07
5 H 1.89 0.28 1.21  0.14
6 H 1.83 1.73 0.12  0.14
7 H -1.30 0.91 1.34  0.17
8 H -1.37 -2.06 -1.59  0.12
9 H 1.13 -1.15 -1.49  0.11
10 N -1.92 -0.65 -0.26  0.04
11 N -1.03 -1.35 -1.02  -0.03
12 F 0.40 1.72 1.69  -0.06

Properties
SMILES: FCc1cn[nH]c1
LUMO energy in eV: 0.89
HOMO-LUMO gap in hartree: 0.37445
HOMO in eV: -9.295
M in g mol⁻¹: 100.1

(iii)
Formula: C4H5FN2
Source: the OMol25 dataset
Level of theory: the ωB97M-V functional and the def2-TZVPD basis

Last column: Löwdin charge in e.
Geometry (Å):
1 C -1.40 0.20 -0.28  -0.13
2 C 0.11 0.92 -0.22  -0.21
3 C 0.43 -1.22 0.37  -0.19
4 C -0.25 0.01 0.94  -0.09
5 H -2.19 0.85 -0.09  0.10
6 H 0.27 2.01 -0.17  0.14
7 H 2.06 0.80 -0.94  0.08
8 H 0.43 -2.18 0.96  0.13
9 H -0.50 0.14 2.00  0.12
10 N 1.21 0.36 -0.93  0.00
11 N 1.25 -1.01 -0.55  0.05
12 F -1.41 -0.88 -1.09  0.01

Properties
SMILES: F[C@H]1[C@H]2C=NN[C@@H]12
LUMO energy in eV: 1.00
HOMO-LUMO gap in hartree: 0.35051
HOMO in eV: -8.542
M in g mol⁻¹: 100.1

(ii) is the most stable structure shown above.